(1)
Below is the ion C4H10N3O3 with charge +1, with properties calculated with ωB97M-V/def2-TZVPD.

Computed properties:
DFT total energy   -14910.16049 eV
HOMO-LUMO gap (spin up / spin down)   6.73 / 6.74 eV
Energy above the lowest of the compared OMol25 structures with the same formula, charge and spin   589.7 kJ/mol
Charge   +1
Highest occupied orbital energy (spin up / spin down)   -11.24 / -11.24 eV

Atoms and positions in Å:
C -2.090 -0.853 -0.285
C -0.750 0.908 0.987
C 0.498 0.692 0.129
C 0.872 -0.814 0.293
N -1.917 0.305 0.291
N 2.047 -1.021 -0.726
N 0.425 1.045 -1.276
O -2.477 -1.862 -0.718
O 1.458 -0.995 1.549
O -3.123 1.020 0.327
H -0.619 0.333 1.877
H -0.962 1.972 1.005
H 1.247 1.267 0.674
H 2.885 -1.309 -0.195
H 2.198 -0.304 -1.533
H 1.978 -1.937 -1.106
H 1.181 1.588 -1.518
H -0.419 1.510 -1.450
H 1.462 -1.951 1.660
H -3.896 0.407 0.016



(2)
Below is a cluster of 2 separate species, C2H8OS2 in total, with properties calculated with ωB97M-V/def2-TZVPD.

Computed properties:
DFT total energy   -25921.43357 eV
HOMO-LUMO gap   9.38 eV
Energy above the lowest of the compared OMol25 structures with the same formula, charge and spin   48.4 kJ/mol
Highest occupied orbital energy   -8.75 eV

Atoms and positions in Å:
C -0.521 -1.632 -2.286
S -2.030 -0.989 -1.347
S -1.768 -1.440 0.581
C -0.610 -0.137 0.974
H -0.552 -1.104 -3.254
H -0.631 -2.714 -2.471
H 0.462 -1.453 -1.819
H -0.382 -0.019 2.046
H -1.190 0.739 0.639
H 0.340 -0.165 0.413
O 2.643 2.788 2.248
H 2.111 3.336 2.867
H 2.128 2.791 1.409



(3)
Below is the molecule C22H22N4O3S, with properties calculated with ωB97M-V/def2-TZVPD.

Computed properties:
DFT total energy   -46109.75381 eV
HOMO-LUMO gap   8.45 eV
Energy above the lowest of the compared OMol25 structures with the same formula, charge and spin   71.4 kJ/mol
Highest occupied orbital energy   -7.97 eV

Atoms and positions in Å:
C -6.022 -1.625 -0.709
C -5.778 -0.378 0.131
C -4.654 0.481 -0.444
O -3.411 -0.216 -0.465
C -2.710 -0.233 0.677
O -3.072 0.315 1.692
C -1.430 -0.961 0.538
C -0.575 -1.019 1.635
C 0.678 -1.586 1.525
C 1.102 -2.078 0.293
N 2.424 -2.466 0.051
C 3.521 -1.992 0.713
O 3.522 -1.593 1.855
C 4.776 -1.960 -0.146
S 4.415 -1.144 -1.754
C 3.200 0.009 -1.159
N 2.070 0.064 -1.748
C 1.129 0.979 -1.299
C -0.006 1.194 -2.076
C -0.990 2.059 -1.642
C -0.852 2.724 -0.435
C 0.280 2.528 0.340
C 1.272 1.661 -0.081
C 2.471 1.346 0.766
C 3.239 2.502 1.423
C 4.657 2.106 1.103
N 4.758 1.143 0.280
N 3.523 0.717 -0.056
C 0.215 -2.101 -0.784
C -1.039 -1.546 -0.664
H -6.800 -2.238 -0.261
H -5.112 -2.217 -0.777
H -6.332 -1.352 -1.715
H -5.510 -0.661 1.151
H -6.683 0.230 0.175
H -4.538 1.394 0.151
H -4.854 0.737 -1.487
H -0.905 -0.591 2.570
H 1.343 -1.617 2.373
H 2.587 -2.759 -0.907
H 5.558 -1.410 0.377
H 5.124 -2.962 -0.393
H -0.091 0.668 -3.014
H -1.873 2.212 -2.244
H -1.627 3.390 -0.088
H 0.384 3.038 1.286
H 2.188 0.609 1.537
H 3.058 2.567 2.494
H 3.009 3.473 0.970
H 5.532 2.600 1.479
H 0.539 -2.508 -1.731
H -1.711 -1.531 -1.507



(4)
Below is a structure of composition C22H29N5O5S, with properties calculated with ωB97M-V/def2-TZVPD.

Computed properties:
DFT total energy   -51791.62399 eV
HOMO-LUMO gap   8.49 eV
Energy above the lowest of the compared OMol25 structures with the same formula, charge and spin   1801.3 kJ/mol
Highest occupied orbital energy   -8.59 eV

Atoms and positions in Å:
C 1.509 -1.748 -3.636
C 0.361 -1.469 -4.794
H 0.674 -2.055 -5.784
O -0.826 -1.949 -4.369
C -1.611 -1.125 -3.394
C -1.236 -0.086 -2.740
C -2.097 0.400 -1.688
C -3.197 -0.121 -1.579
C -3.463 -1.367 -2.125
C -2.739 -1.972 -3.016
H -2.757 -3.066 -3.552
H -4.273 -1.932 -1.876
O -4.106 0.634 -0.531
C -5.054 -0.312 0.007
C -4.578 -1.142 1.023
H -5.436 -1.790 1.687
H -4.112 -0.733 1.947
H -4.019 -2.064 0.694
H -5.753 -0.718 -0.849
H -5.605 0.447 0.608
N -1.768 1.767 -1.311
C -0.542 2.226 -1.149
O 0.416 2.007 -1.863
C -0.713 3.413 -0.189
H 0.312 4.223 -0.491
H -1.642 4.216 -0.608
S -1.225 3.032 1.507
C 0.454 2.015 1.469
N 1.582 2.650 1.735
C 2.400 1.686 1.837
C 1.899 0.471 1.813
N 0.523 0.870 1.755
C -0.613 -0.248 1.731
C -0.426 -1.130 0.730
H -1.283 -1.782 0.572
H 0.514 -2.025 0.772
H -0.147 -0.584 -0.403
C -0.786 -1.110 3.254
H -1.583 -1.571 3.100
H 0.279 -1.601 3.365
H -1.021 -0.243 4.001
H -1.389 0.179 1.703
C 2.661 -0.678 2.262
O 2.160 -1.767 2.461
N 4.107 -0.378 2.197
C 4.455 0.817 2.032
O 5.688 0.916 2.202
N 3.612 1.915 1.908
C 4.425 3.240 1.568
H 4.066 3.840 2.470
H 4.198 3.583 0.619
H 5.464 3.143 1.798
C 4.714 -1.568 2.271
H 4.432 -2.086 3.489
H 5.702 -1.331 2.528
H 4.649 -2.548 1.701
H -2.581 2.069 -0.670
H -0.283 0.420 -3.057
H 0.431 -0.460 -5.036
H 1.444 -2.985 -3.311
H 1.267 -1.008 -2.786
H 2.468 -1.426 -4.011



(5)
Below is a structure of composition C32H77N4O5PS2Si8W, with properties calculated with ωB97M-V/def2-TZVPD.

Computed properties:
Multiplicity   3
DFT total energy   -146440.11763 eV
HOMO-LUMO gap (spin up / spin down)   6.61 / 7.18 eV
Energy above the lowest of the compared OMol25 structures with the same formula, charge and spin   214.4 kJ/mol
Highest occupied orbital energy (spin up / spin down)   -6.98 / -7.62 eV
⟨S²⟩   2.033

Atoms and positions in Å:
W 0.395 0.105 -0.055
O -1.881 -1.017 -0.831
N -2.765 -0.495 -1.657
C -3.888 -1.196 -1.947
C -4.838 -0.690 -2.786
C -4.635 0.575 -3.346
C -3.488 1.262 -3.048
C -2.514 0.717 -2.192
S -1.032 1.502 -1.857
H -3.957 -2.164 -1.476
H -5.720 -1.277 -3.001
H -5.374 1.007 -4.007
H -3.292 2.244 -3.456
C -2.052 -4.347 -0.613
Si -0.290 -4.388 0.014
C -0.309 -4.796 1.848
C 0.302 -5.999 -0.744
Si 1.005 -2.385 -0.377
Si 0.660 -2.224 -2.795
C 1.720 -3.615 -3.472
C 1.091 -0.816 -3.951
C -1.085 -2.576 -3.357
Si 3.109 -3.345 0.269
C 3.592 -4.868 -0.716
C 4.755 -2.438 0.251
C 2.846 -3.863 2.061
H -2.695 -4.913 0.068
H -2.107 -4.818 -1.597
H -2.418 -3.327 -0.694
H -1.288 -5.185 2.145
H -0.093 -3.933 2.468
H 0.445 -5.557 2.069
H -0.449 -6.748 -0.469
H 1.259 -6.341 -0.362
H 0.363 -5.976 -1.832
H 2.774 -3.474 -3.228
H 1.625 -3.624 -4.564
H 1.421 -4.593 -3.099
H 2.163 -0.719 -4.112
H 0.679 0.149 -3.646
H 0.631 -1.082 -4.908
H -1.704 -3.093 -2.637
H -1.022 -3.196 -4.258
H -1.586 -1.643 -3.625
H 3.593 -4.674 -1.788
H 2.952 -5.726 -0.545
H 4.610 -5.148 -0.424
H 5.214 -2.476 -0.744
H 5.406 -3.000 0.928
H 4.736 -1.403 0.587
H 2.755 -4.951 2.143
H 1.944 -3.427 2.496
H 3.693 -3.545 2.673
C 2.376 -0.262 2.589
C 2.232 0.032 1.115
O 3.315 0.251 0.574
H 3.043 -1.124 2.691
H 1.447 -0.439 3.113
H 2.895 0.590 3.020
C 0.797 3.749 -4.692
C 2.046 3.930 -3.824
C 2.289 2.709 -2.984
N 1.528 2.298 -2.038
N 1.876 1.048 -1.549
C 2.967 0.590 -2.118
N 3.533 -0.612 -1.868
S 3.608 1.639 -3.306
H 0.586 4.663 -5.249
H -0.064 3.514 -4.064
H 0.929 2.934 -5.406
H 1.923 4.787 -3.171
H 2.923 4.110 -4.447
H 3.540 -0.813 -0.873
H 4.424 -0.772 -2.310
C -0.698 -2.063 4.058
O -0.477 -1.076 3.049
P -1.205 -0.853 1.637
O -2.011 -2.237 1.582
C -3.431 -2.292 1.407
O -2.361 0.194 1.962
C -3.231 0.155 3.091
H -0.979 -1.559 4.983
H 0.237 -2.599 4.221
H -1.475 -2.765 3.773
H -3.666 -3.161 0.806
H -3.808 -1.395 0.920
H -3.901 -2.400 2.385
H -3.216 1.137 3.551
H -2.917 -0.586 3.827
H -4.241 -0.068 2.752
C -2.721 4.377 2.306
Si -2.080 3.351 0.878
C -3.561 2.272 0.434
C -2.056 4.644 -0.488
Si -0.015 2.264 1.439
Si 1.619 3.985 1.049
C 1.894 5.176 2.474
C 1.105 5.218 -0.268
C 3.332 3.364 0.634
Si 0.146 2.446 3.829
C 1.944 2.271 4.377
C -0.359 4.059 4.648
C -0.753 1.238 4.943
H -3.612 4.916 1.964
H -1.989 5.117 2.639
H -3.007 3.768 3.167
H -4.160 2.795 -0.318
H -4.192 2.100 1.311
H -3.289 1.300 0.033
H -3.098 4.917 -0.689
H -1.607 4.288 -1.413
H -1.531 5.548 -0.185
H 0.974 5.714 2.718
H 2.629 5.917 2.137
H 2.273 4.718 3.389
H 0.474 5.985 0.187
H 0.551 4.769 -1.088
H 1.996 5.723 -0.658
H 3.870 3.080 1.545
H 3.894 4.168 0.147
H 3.339 2.489 -0.014
H 2.664 2.611 3.627
H 2.185 1.237 4.626
H 2.092 2.877 5.278
H 0.265 4.905 4.374
H -0.236 3.886 5.722
H -1.391 4.340 4.477
H -0.677 0.214 4.591
H -1.810 1.487 5.058
H -0.287 1.299 5.932



(6)
Below is a cluster of 3 separate species, C32H72BrP2 in total, with properties calculated with ωB97M-V/def2-TZVPD.

Computed properties:
DFT total energy   -122965.04155 eV
HOMO-LUMO gap   5.62 eV
Energy above the lowest of the compared OMol25 structures with the same formula, charge and spin   418.1 kJ/mol
Charge   +1
Highest occupied orbital energy   -7.22 eV

Atoms and positions in Å:
Br 4.669 -6.538 9.189
C 8.080 -13.536 5.862
C 7.208 -12.933 7.020
C 5.897 -13.607 7.218
C 4.953 -12.851 8.295
P 3.225 -13.410 8.518
C 3.250 -15.255 8.853
C 3.300 -16.151 7.540
C 3.394 -17.638 7.875
C 2.056 -18.303 8.141
C 2.286 -12.547 9.814
C 0.771 -12.841 9.713
C 0.067 -12.454 11.059
C -0.061 -11.000 11.475
C 2.324 -13.061 6.887
C 1.966 -11.504 6.559
C 1.271 -11.552 5.167
C 0.960 -10.208 4.479
H 7.639 -13.411 4.873
H 8.340 -14.574 6.071
H 9.067 -13.073 5.892
H 7.001 -11.911 6.702
H 7.755 -12.896 7.963
H 6.021 -14.652 7.500
H 5.341 -13.684 6.284
H 4.847 -11.789 8.073
H 5.498 -12.823 9.239
H 2.299 -15.482 9.336
H 4.109 -15.490 9.482
H 4.049 -15.853 6.807
H 2.320 -15.986 7.091
H 3.935 -17.897 8.785
H 3.950 -18.307 7.218
H 1.429 -18.436 7.259
H 1.467 -17.815 8.918
H 2.137 -19.308 8.556
H 2.556 -11.494 9.730
H 2.729 -12.998 10.701
H 0.547 -13.907 9.732
H 0.239 -12.433 8.854
H 0.594 -13.079 11.780
H -0.945 -12.839 10.939
H -0.496 -10.930 12.472
H -0.685 -10.417 10.798
H 0.915 -10.524 11.569
H 1.311 -13.463 6.880
H 3.108 -13.523 6.287
H 2.839 -10.860 6.454
H 1.312 -11.043 7.300
H 0.297 -12.020 5.306
H 1.834 -12.177 4.473
H 0.531 -10.470 3.512
H 1.852 -9.603 4.317
H 0.343 -9.480 5.006
C 2.626 -2.405 1.432
C 3.081 -1.978 2.843
C 4.362 -2.685 3.219
C 5.513 -2.469 2.206
P 7.075 -3.344 2.749
C 8.463 -2.870 1.602
C 8.883 -1.405 1.645
C 10.342 -1.264 1.221
C 10.723 0.184 1.511
C 7.459 -2.823 4.507
C 8.758 -3.434 5.045
C 9.508 -2.621 6.039
C 10.020 -1.258 5.574
C 6.701 -5.147 2.613
C 6.937 -5.703 1.203
C 6.020 -6.891 0.923
C 6.179 -8.003 1.930
H 1.652 -1.943 1.272
H 2.312 -3.446 1.354
H 3.349 -2.120 0.669
H 2.317 -2.262 3.567
H 3.139 -0.890 2.867
H 4.112 -3.739 3.335
H 4.626 -2.288 4.199
H 5.738 -1.418 2.024
H 5.239 -2.929 1.256
H 8.207 -3.228 0.605
H 9.270 -3.471 2.021
H 8.948 -1.073 2.681
H 8.206 -0.759 1.085
H 10.612 -1.565 0.209
H 10.909 -1.924 1.877
H 11.602 0.396 0.902
H 11.138 0.398 2.495
H 9.945 0.886 1.211
H 6.727 -3.285 5.170
H 7.365 -1.740 4.590
H 9.453 -3.705 4.250
H 8.511 -4.432 5.409
H 10.311 -3.134 6.567
H 8.787 -2.511 6.849
H 10.602 -0.552 6.167
H 9.232 -0.540 5.347
H 10.506 -1.379 4.606
H 5.660 -5.286 2.907
H 7.446 -5.638 3.239
H 7.972 -5.893 0.919
H 6.665 -4.898 0.521
H 6.244 -7.310 -0.058
H 4.983 -6.583 0.787
H 5.609 -8.895 1.670
H 5.925 -7.675 2.938
H 7.236 -8.251 2.029



(7)
Below is a cluster of 2 separate species, C5H14N4 in total, with properties calculated with ωB97M-V/def2-TZVPD.

Computed properties:
DFT total energy   -11370.03087 eV
HOMO-LUMO gap   9.60 eV
Energy above the lowest of the compared OMol25 structures with the same formula, charge and spin   229.9 kJ/mol
Highest occupied orbital energy   -8.75 eV

Atoms and positions in Å:
H 0.622 -0.423 -3.999
N 0.279 -0.968 -3.212
C 0.869 -0.712 -2.123
C 2.003 0.245 -1.880
N 0.373 -1.255 -0.944
C 0.188 -2.482 -0.755
H 2.777 -0.231 -1.280
H 2.431 0.585 -2.820
H 1.618 1.090 -1.308
H -0.192 -2.799 0.209
H 0.419 -3.247 -1.497
C -0.880 0.083 3.080
C -1.509 0.649 1.813
N -0.315 1.009 1.009
N -0.495 2.019 0.022
H -0.641 -0.974 2.960
H -1.527 0.231 3.941
H 0.116 0.713 2.945
H -2.181 -0.064 1.311
H -2.030 1.586 2.038
H 0.034 0.184 0.516
H -1.339 1.858 -0.536
H -0.618 2.904 0.510



(8)
Below is a structure of composition C5H10NS, with properties calculated with ωB97M-V/def2-TZVPD.

Computed properties:
DFT total energy   -17662.63511 eV
HOMO-LUMO gap   8.20 eV
Energy above the lowest of the compared OMol25 structures with the same formula, charge and spin   355.8 kJ/mol
Charge   +1
Highest occupied orbital energy   -13.48 eV

Atoms and positions in Å:
C 1.299 0.203 -0.711
C 0.729 1.422 -0.161
C 1.970 -0.724 -0.020
C 2.257 -2.099 -0.775
C -2.487 0.733 0.618
N -3.563 0.751 1.401
S -1.470 2.011 0.514
H 1.236 -0.072 -1.722
H 2.460 -0.667 0.921
H 1.811 -2.913 -0.260
H 3.200 -2.204 -1.184
H 1.537 -2.219 -1.611
H -2.314 -0.099 -0.088
H -3.746 1.677 1.754
H 0.640 1.783 0.936
H -4.385 0.179 1.284
H 0.827 2.239 -0.896



(9)
Below is a structure of composition C26H23N7O4Pd, with properties calculated with ωB97M-V/def2-TZVPD.

Computed properties:
DFT total energy   -49437.26576 eV
HOMO-LUMO gap   6.99 eV
Energy above the lowest of the compared OMol25 structures with the same formula, charge and spin   17.7 kJ/mol
Highest occupied orbital energy   -7.11 eV

Atoms and positions in Å:
Pd 0.391 -0.430 -0.637
C 0.416 0.564 5.854
C 0.368 0.853 4.379
C -0.679 1.562 3.800
C -0.732 1.741 2.438
C 0.240 1.228 1.556
N 0.096 1.385 0.191
C -0.644 2.404 -0.366
C -0.294 3.726 -0.036
C -0.921 4.819 -0.586
C -1.936 4.659 -1.527
C -2.604 5.839 -2.178
C -2.293 3.368 -1.866
C -1.693 2.247 -1.293
N -2.207 0.969 -1.664
C -3.435 0.712 -2.175
C -3.520 -0.638 -2.415
C -2.284 -1.147 -2.009
N -1.511 -0.170 -1.563
C 1.322 0.542 2.155
C 1.348 0.366 3.535
N 2.395 -0.009 1.391
C 3.549 -0.527 1.867
C 4.273 -1.004 0.800
C 3.483 -0.739 -0.316
N 2.365 -0.115 0.045
H -0.224 1.248 6.411
H 1.431 0.645 6.245
H 0.070 -0.454 6.049
H -1.474 1.953 4.425
H -1.566 2.271 1.996
H 0.509 3.859 0.677
H -0.611 5.818 -0.302
H -2.423 6.751 -1.611
H -3.682 5.691 -2.260
H -2.219 5.993 -3.189
H -3.069 3.232 -2.608
H -4.178 1.476 -2.304
H -4.354 -1.185 -2.817
H -1.940 -2.168 -1.995
H 2.152 -0.201 3.985
H 3.815 -0.497 2.906
H 5.239 -1.477 0.826
H 3.694 -0.912 -1.358
C 1.482 -2.285 -3.859
C 1.135 -2.976 -2.589
N 0.772 -2.374 -1.474
C 0.510 -3.354 -0.539
C 0.736 -4.573 -1.113
N 1.121 -4.309 -2.403
C 0.640 -5.977 -0.641
O 0.306 -6.140 0.607
O 0.880 -6.875 -1.422
C -0.014 -3.017 0.833
O -0.100 -3.958 1.655
O -0.322 -1.818 1.008
H 1.369 -1.215 -3.706
H 0.822 -2.603 -4.667
H 2.508 -2.500 -4.164
H 1.348 -5.039 -3.061
H 0.144 -5.233 1.079



| no. | largest force on an atom (eV Å⁻¹) |
| --- | --- |
| 1 | 3.436 |
| 2 | 1.610 |
| 3 | 1.350 |
| 4 | 15.981 |
| 5 | 1.356 |
| 6 | 2.741 |
| 7 | 2.873 |
| 8 | 4.272 |
| 9 | 3.059 |